Entry 1:
The following is a quantum chemistry calculation of a cluster of 12 separate species, H23O12 in total in a non-equilibrium geometry, from the Open Molecules 2025 dataset.

The net charge is -1. Its total energy is -916.75605 Ha. Its LUMO energy is 2.87 eV. The calculation puts the strongest force on any atom at 0.0483 Eh/bohr. For the HOMO energy, the calculation gives -0.247 hartree. The HOMO-LUMO gap is 9.576 eV.

Geometry as XYZ:
```
35
H23O12 (wB97M-V/def2-TZVPD)
O -0.16144 -0.47210 -0.78353
H 0.03614 0.21687 -0.12096
O -2.06238 1.48962 -0.59008
H -1.47453 0.74430 -0.65980
H -1.79691 2.11087 -1.28143
O -1.66716 1.81604 2.14110
H -1.94227 1.90471 1.25159
H -2.49098 1.80980 2.62726
O -1.47520 -0.97095 1.91201
H -0.97474 -0.45349 1.27730
H -1.14802 -0.54791 2.71742
O 2.48533 -0.19539 -1.09000
H 1.50852 -0.32866 -0.99661
H 2.71680 -1.02758 -0.68274
O -2.51470 -1.41988 -1.27839
H -2.45137 -2.27058 -0.87878
H -1.61608 -1.09862 -1.14204
O 0.99231 -2.72614 0.08593
H 0.51635 -1.89772 -0.09745
H 1.16669 -2.67125 1.01128
O 1.63862 -1.63507 2.57924
H 1.21027 -0.78944 2.41489
H 1.08163 -2.02205 3.28025
O 0.26236 -1.80788 -3.13452
H 0.97777 -2.32030 -2.78411
H 0.08442 -1.31970 -2.30638
O 1.23896 2.80783 -0.13206
H 2.17455 2.66133 -0.17416
H 1.04716 3.23605 -1.00183
O 0.82588 0.85929 1.97487
H 1.31941 1.37979 1.34426
H -0.02632 1.22958 2.21943
O 0.41399 1.57720 -2.62607
H -0.14769 1.14430 -3.24477
H 0.25263 0.98713 -1.83112
```



Entry 2:
The following is a quantum chemistry calculation of a cluster of 13 separate species, H24NO15 in total in a non-equilibrium geometry, from the Open Molecules 2025 dataset.

The net charge is -1. Its total energy is -1197.69528 Ha. Its LUMO energy is 2.45 eV. The calculation puts the strongest force on any atom at 0.1458 Eh/bohr. For the HOMO energy, the calculation gives -0.254 hartree. The HOMO-LUMO gap is 9.364 eV.

Geometry as XYZ:
```
40
H24NO15 (wB97M-V/def2-TZVPD)
N -28.84100 -16.48500 -1.81300
O -27.91700 -16.73500 -2.62900
O -29.10900 -17.28300 -0.84300
O -29.86100 -16.02200 -2.35800
O -27.79100 -16.76100 1.44400
H -28.30000 -17.13300 0.70100
H -27.88800 -17.51700 2.02300
O -30.99500 -13.95500 -4.56200
H -31.54000 -14.21000 -3.79400
H -30.24400 -14.54400 -4.52400
O -28.52900 -15.10100 -4.88600
H -28.03400 -14.52000 -5.39100
H -28.34600 -14.71600 -4.01800
O -30.75800 -13.51500 -1.79400
H -30.02900 -13.36500 -2.37400
H -30.70600 -14.46600 -1.82500
O -29.11600 -19.40800 -3.79800
H -29.15100 -19.92200 -3.00500
H -29.14100 -18.53100 -3.52800
O -27.51600 -14.24100 -0.52500
H -26.81800 -14.88400 -0.46000
H -28.23500 -14.52600 0.03800
O -28.38600 -13.12000 -2.89600
H -27.98800 -13.64900 -2.19300
H -27.65100 -12.57200 -3.24100
O -25.83200 -14.85500 -3.41300
H -25.56200 -14.73400 -4.34200
H -26.23600 -15.68800 -3.25100
O -29.85400 -14.71200 0.80900
H -29.53200 -15.15700 1.64400
H -30.42500 -15.32400 0.37100
O -26.54600 -17.49900 -4.95900
H -26.45000 -16.64600 -5.32800
H -27.18300 -17.29700 -4.30000
O -26.30700 -18.46100 -1.06700
H -27.11500 -18.16600 -1.51000
H -25.61800 -18.49900 -1.71100
O -28.79800 -20.20700 -1.20300
H -29.22500 -19.42600 -0.93100
H -28.46500 -20.66000 -0.45400
```



Entry 3:
The following is a quantum chemistry calculation of a structure of composition H24NeO12, from the Open Molecules 2025 dataset.

Its total energy is -1046.23323 Ha. Its LUMO energy is -0.17 eV. The calculation puts the strongest force on any atom at 0.0191 Eh/bohr. For the HOMO energy, the calculation gives -0.380 hartree. The HOMO-LUMO gap is 10.185 eV.

Geometry as XYZ:
```
37
H24NeO12 (wB97M-V/def2-TZVPD)
Ne 0.76169 -5.93445 3.54935
O 2.68091 -7.87672 1.96588
H 2.61622 -7.94904 2.91815
H 3.46408 -7.34659 1.81811
O 0.54045 -1.81653 4.16736
H -0.00441 -2.01715 3.40636
H 0.18712 -2.36592 4.86704
O 0.08781 -7.39971 0.93955
H 0.11643 -6.75298 0.23445
H 0.86875 -7.21904 1.46274
O 2.46999 -8.46781 4.66065
H 2.07232 -7.86997 5.29363
H 1.77824 -9.09762 4.45800
O 0.95877 -6.16837 6.09590
H 1.32998 -5.29272 5.98783
H 0.94024 -6.30596 7.04297
O 3.05314 -2.36141 2.93160
H 3.09164 -3.17257 2.42486
H 2.11934 -2.21961 3.08697
O 2.44924 -3.61161 6.05754
H 2.01491 -2.80792 6.34331
H 2.93392 -3.35639 5.27258
O -2.28439 -2.78988 2.87537
H -1.93153 -3.37435 2.20448
H -2.95217 -2.27719 2.41991
O -1.42217 -4.66285 0.68519
H -1.92811 -4.42918 -0.09306
H -1.58583 -5.59819 0.80593
O 0.51121 -2.58762 0.83708
H 1.31750 -2.87081 0.40587
H -0.09105 -3.32341 0.72687
O -1.79189 -5.99665 5.65446
H -0.87245 -6.01701 5.91986
H -1.85290 -6.64260 4.95070
O -1.40269 -8.22975 3.66462
H -0.81769 -8.96397 3.85149
H -0.97041 -7.75274 2.95621
```



What did the third record say?
The following is a quantum chemistry calculation of a structure of composition H24NeO12, from the Open Molecules 2025 dataset.

Its total energy is -1046.23323 Ha. Its LUMO energy is -0.17 eV. The calculation puts the strongest force on any atom at 0.0191 Eh/bohr. For the HOMO energy, the calculation gives -0.380 hartree. The HOMO-LUMO gap is 10.185 eV.

Geometry as XYZ:
```
37
H24NeO12 (wB97M-V/def2-TZVPD)
Ne 0.76169 -5.93445 3.54935
O 2.68091 -7.87672 1.96588
H 2.61622 -7.94904 2.91815
H 3.46408 -7.34659 1.81811
O 0.54045 -1.81653 4.16736
H -0.00441 -2.01715 3.40636
H 0.18712 -2.36592 4.86704
O 0.08781 -7.39971 0.93955
H 0.11643 -6.75298 0.23445
H 0.86875 -7.21904 1.46274
O 2.46999 -8.46781 4.66065
H 2.07232 -7.86997 5.29363
H 1.77824 -9.09762 4.45800
O 0.95877 -6.16837 6.09590
H 1.32998 -5.29272 5.98783
H 0.94024 -6.30596 7.04297
O 3.05314 -2.36141 2.93160
H 3.09164 -3.17257 2.42486
H 2.11934 -2.21961 3.08697
O 2.44924 -3.61161 6.05754
H 2.01491 -2.80792 6.34331
H 2.93392 -3.35639 5.27258
O -2.28439 -2.78988 2.87537
H -1.93153 -3.37435 2.20448
H -2.95217 -2.27719 2.41991
O -1.42217 -4.66285 0.68519
H -1.92811 -4.42918 -0.09306
H -1.58583 -5.59819 0.80593
O 0.51121 -2.58762 0.83708
H 1.31750 -2.87081 0.40587
H -0.09105 -3.32341 0.72687
O -1.79189 -5.99665 5.65446
H -0.87245 -6.01701 5.91986
H -1.85290 -6.64260 4.95070
O -1.40269 -8.22975 3.66462
H -0.81769 -8.96397 3.85149
H -0.97041 -7.75274 2.95621
```



> The lowest strongest force on any atom belongs to which entry?

H24NeO12



> Which formula does entry 1 have?

H23O12